(1)
Density functional theory data (ωB97M-V/def2-TZVPD) for C44H60Cl2N4PSTi as an isolated structure in a non-equilibrium geometry.

ΔE to the lowest compared entry with this formula, charge and spin = 39.4 kcal per mole
E_tot = -120840.94073 eV
M = 826.81 Da
E_LUMO (alpha / beta) = -2.91 / -2.91 eV
Net charge = +1
HOMO-LUMO gap (alpha / beta) = 6.83 / 6.83 eV

```
113
Properties=species:S:1:pos:R:3:forces:R:3:lowdin_charge:R:1
Cl 18.7059 10.2376 13.5292 -0.62 -0.02 -0.22 0.741
C 12.8770 11.5237 9.1841 1.30 0.90 1.12 -0.078
C 19.8517 9.9213 9.7598 -1.21 0.30 -0.91 -0.031
H 12.0178 7.0449 11.9117 -0.25 -1.38 0.04 0.093
H 14.9433 15.6648 14.6248 0.42 0.48 0.95 0.097
H 17.7142 16.8541 5.5130 -0.49 -0.09 0.68 0.130
C 8.2241 10.5370 10.5259 -0.06 -2.66 -1.06 -0.047
C 11.1991 8.7404 14.4574 -1.38 0.69 0.20 -0.032
H 16.6123 13.0605 10.9627 0.23 0.26 1.11 0.054
H 16.5200 18.3375 7.6416 -0.02 0.92 0.47 0.109
H 14.1901 6.7832 11.3155 -0.20 -0.04 -0.58 0.091
H 20.8236 9.8398 9.2157 -0.96 0.02 0.72 0.124
H 12.6885 12.5145 8.7309 0.36 -0.44 -0.05 0.069
H 14.1136 12.1055 15.6808 0.57 0.76 1.69 0.073
C 12.8326 14.4027 11.6801 0.44 0.74 1.34 0.027
C 15.7902 8.8631 16.3463 0.26 0.38 1.32 -0.043
C 13.5039 9.0342 15.3698 -0.18 -0.12 -1.78 -0.220
C 14.4033 13.9948 13.4508 0.94 -0.63 -0.54 -0.265
H 12.7670 8.4203 17.2801 -0.19 1.37 -0.86 0.141
H 15.8479 7.0195 11.4876 2.39 -1.11 0.22 0.045
H 11.2484 8.5872 12.2394 -1.45 0.42 -0.04 0.044
H 20.6722 9.9837 11.6703 1.25 0.21 1.20 0.083
H 12.2973 14.0337 10.8308 -0.50 0.23 -0.37 0.108
H 16.8435 8.6278 16.1108 -0.63 0.37 0.05 0.082
C 17.1929 12.1677 16.2286 0.17 -0.07 -3.59 -0.087
H 8.1116 10.4432 9.4141 0.22 0.65 0.85 0.089
H 15.7337 9.8124 16.9526 0.11 -0.89 -0.82 0.083
H 11.9180 16.3176 11.7214 0.09 0.37 0.11 0.117
H 17.5583 8.0055 14.3650 -0.08 0.08 0.01 0.021
H 12.0302 9.9659 16.5180 0.43 -0.07 0.76 0.085
H 8.0313 9.4196 10.7981 0.20 1.98 0.19 0.118
S 15.2183 14.1107 8.4763 -0.15 -0.67 0.12 0.669
H 10.7006 9.5368 13.9237 -0.25 0.10 -0.41 0.074
Cl 15.9283 9.9242 8.8354 0.44 0.41 -0.09 0.742
H 12.4397 8.4761 11.0078 -0.19 -0.26 -0.07 0.099
C 11.2133 11.6648 12.5862 -0.82 -0.38 0.93 -0.214
C 14.5411 8.1004 12.8979 -0.21 0.04 -0.69 -0.246
H 14.7912 12.4680 17.3514 0.09 -0.83 1.67 0.049
H 11.6356 13.1694 14.1034 0.13 -0.26 -0.34 0.102
C 19.7749 10.0894 11.1559 -0.27 -1.30 -2.80 -0.127
C 12.2698 11.6090 11.6721 -0.95 1.12 -0.74 -0.233
H 17.3303 12.3218 17.2315 0.28 0.26 2.62 0.047
H 7.4754 11.1898 10.9174 -0.72 0.14 0.31 0.067
H 18.3742 14.6383 14.7654 -0.30 -0.48 0.31 0.070
N 16.2686 15.5843 6.4837 0.72 1.36 1.71 0.026
C 17.4348 10.1418 9.7056 0.24 -1.54 -1.30 -0.546
H 13.7396 9.8928 17.2960 -1.14 0.05 -0.52 0.081
C 16.9159 13.9114 11.6274 0.07 0.31 -0.72 -0.127
H 12.9508 10.7750 8.3964 -0.77 -0.21 0.16 0.077
H 16.0472 14.6238 11.5512 1.17 -0.57 0.19 0.051
C 14.6673 12.8507 16.3922 -1.27 -0.60 -3.46 -0.088
H 13.8905 11.5203 9.6394 -0.45 0.43 -0.48 0.014
C 15.4147 8.1989 13.9934 -0.98 0.47 -0.43 -0.186
H 16.2387 17.7859 9.9949 -0.45 -0.21 0.30 0.092
C 13.3772 16.1416 13.2793 -0.68 3.91 1.10 -0.284
H 15.4530 8.0840 17.0379 0.15 -0.05 0.15 0.105
N 13.5093 12.1287 12.1387 2.06 -2.55 -0.06 -0.094
H 14.9850 8.3696 10.8646 -0.26 -0.97 -0.07 0.057
H 16.7290 6.4828 14.2864 -0.16 0.68 -0.78 0.125
C 18.5600 10.0824 11.7795 0.01 1.16 0.93 -0.540
C 13.1297 17.6226 13.7579 -1.71 -2.12 0.90 -0.023
H 12.2845 11.6109 14.4088 1.23 -0.89 0.90 0.031
H 17.1097 11.0797 16.0027 -0.41 0.87 0.18 0.043
C 13.1789 8.4849 12.9998 -0.66 -0.77 1.91 -0.180
C 9.5917 10.9762 10.9339 -0.65 0.02 0.12 -0.288
H 17.3591 16.4435 10.4084 -1.34 0.34 -0.33 0.101
H 10.8365 7.8042 14.0987 -0.44 -0.69 -0.29 0.105
H 16.2988 14.1072 15.9254 0.42 0.44 -0.09 0.099
C 17.1259 17.4604 7.5491 -0.33 -0.21 1.68 -0.108
C 16.7602 7.5047 13.8211 -0.02 0.21 2.07 -0.036
H 17.0720 7.5053 12.7992 0.09 -0.29 -0.41 0.057
C 13.6565 13.4696 12.3333 -0.96 2.33 1.41 -0.336
N 16.1267 10.3961 11.6794 -0.01 0.36 1.15 -0.114
C 14.9552 7.5064 11.5632 -2.62 1.93 0.01 -0.016
C 14.8676 8.8005 15.1717 1.95 -0.69 -0.25 -0.186
C 9.9196 11.2964 12.2458 0.08 -0.21 -0.49 -0.015
H 13.8005 18.3473 13.3829 1.10 0.56 -0.22 0.052
H 18.1467 12.4569 15.7106 -0.74 -0.08 0.48 0.074
N 16.5421 16.4491 8.4991 0.56 -0.24 -2.92 -0.170
H 16.0447 14.8910 5.8411 -0.40 -1.04 -1.22 0.103
C 16.0285 13.0870 15.6987 0.29 -0.49 1.86 -0.545
C 17.2997 13.6529 13.1023 -0.33 -0.76 0.01 -0.501
H 18.1816 17.7134 7.7548 -0.44 -0.37 -0.01 0.132
H 18.6171 9.8093 8.0054 -0.02 -0.41 -2.88 0.068
C 12.6262 8.8084 14.2972 2.96 -0.03 -1.20 -0.178
Ti 14.8341 10.6896 12.7250 -0.59 0.30 0.13 0.961
H 18.6732 15.3497 13.3114 0.71 0.20 -1.22 0.067
H 16.1030 17.5171 5.6584 -0.24 0.18 0.00 0.112
H 10.8622 8.8505 15.4543 -0.14 -0.07 1.09 0.078
H 17.8168 14.3216 11.1185 -0.67 0.03 0.27 0.088
P 15.8246 12.9059 13.9534 -1.27 0.15 -1.83 1.065
H 13.0736 17.6024 14.8688 0.38 0.37 -0.66 0.084
H 18.0374 12.8535 13.2302 0.02 -0.04 -0.56 0.057
C 14.2703 15.3228 13.8874 0.82 -2.29 -0.89 -0.058
H 10.5382 11.9392 14.5835 0.22 -0.35 0.13 0.095
C 10.5611 11.1241 9.9972 1.80 -0.39 -0.85 -0.011
H 15.5637 16.0310 10.2319 0.59 1.02 -0.06 0.049
C 11.4488 12.0865 13.9979 -1.41 1.53 -0.18 -0.025
C 12.9492 9.3886 16.6809 0.70 -0.76 1.93 -0.033
H 13.9743 13.7149 16.4171 0.74 -0.23 -0.05 0.089
C 16.3821 16.7081 9.8716 1.14 -0.69 1.31 -0.092
H 9.1197 11.2374 12.9656 0.03 0.18 0.45 0.123
C 16.8316 16.9207 6.1946 0.45 -1.70 -1.80 -0.142
C 17.3424 10.2074 11.0880 0.14 0.22 0.25 -0.415
C 12.6620 15.7167 12.2236 -0.72 -2.90 -2.84 -0.026
C 16.0525 15.3665 7.8118 0.30 1.65 -0.11 -0.839
H 12.1208 17.9556 13.4330 0.54 -0.34 0.08 0.080
C 12.1300 8.0889 11.9855 2.39 1.84 -1.14 -0.015
C 18.6298 9.8930 9.0149 1.01 1.19 4.25 -0.064
C 11.9042 11.3889 10.3317 -0.10 -0.59 -0.89 -0.193
H 10.3554 10.9657 8.9359 -0.09 0.02 0.30 0.129
C 17.8844 14.8549 13.8200 -1.04 1.20 0.96 -0.104
H 17.1633 15.6832 14.0314 0.22 -0.73 -0.23 0.089
```
Positions in Å, forces in eV/Å.



(2)
Density functional theory data (ωB97M-V/def2-TZVPD) for C4H3O4S as an isolated structure in a non-equilibrium geometry.

ΔE to the lowest compared entry with this formula, charge and spin = 110.0 kcal per mole
E_tot = -23217.45347 eV
M = 147.13 Da
E_LUMO = 3.67 eV
Net charge = -1
HOMO-LUMO gap = 7.78 eV

```
12
Properties=species:S:1:pos:R:3:forces:R:3:lowdin_charge:R:1
S -3.3013 1.1568 -0.2579 -1.05 -0.03 -0.46 1.047
O -3.1826 1.9530 -1.6353 -0.14 0.80 -0.93 -0.500
C 0.8450 -0.6830 0.6375 -3.22 0.00 1.64 0.020
C -1.9664 1.0773 -1.3843 0.34 0.65 0.94 -0.322
O -5.1335 -1.8785 0.0434 0.95 0.96 0.66 0.019
O -4.6093 0.1644 -0.7594 1.43 0.47 0.32 -0.244
H -1.1363 -0.6316 1.5836 -3.48 0.08 1.42 -0.036
H 1.8012 -0.6724 0.3213 2.38 0.00 -1.06 -0.032
O -3.7181 -0.4081 1.1219 0.84 -1.07 1.16 -0.152
H -2.1065 0.2070 -1.9897 -0.33 -0.94 -0.49 -0.020
C -4.4781 -0.8551 0.2328 -1.99 -0.79 -1.21 -0.813
C -0.2425 -0.6595 1.1564 4.26 -0.14 -2.00 0.032
```
Positions in Å, forces in eV/Å.



(3)
Density functional theory data (ωB97M-V/def2-TZVPD) for C47H66BBrF10N3O39P2 as an isolated structure in a non-equilibrium geometry.

E_tot = -250599.80601 eV
M = 1639.67 Da
E_LUMO = -2.87 eV
Net charge = +1
HOMO-LUMO gap = 8.64 eV

```
169
Properties=species:S:1:pos:R:3:forces:R:3:lowdin_charge:R:1
C 1.9892 -6.3611 -1.3171 -0.08 0.03 -0.78 -0.509
C -9.9959 3.8278 -4.4765 -0.25 -0.04 -0.05 -0.540
C 0.8814 -2.0525 -1.0608 -0.51 -0.62 0.37 -0.003
C 4.6194 -0.1613 -7.9362 0.06 -0.40 -0.15 -0.316
F 4.1836 -2.3409 11.2149 0.00 -0.05 -0.06 0.083
C -2.8393 2.2195 4.8691 -0.13 0.03 -0.08 -0.552
O -4.8312 4.3214 -2.6770 0.15 -0.36 -0.18 0.137
H 7.0600 -1.5767 -5.4710 0.10 -0.21 -0.04 0.089
H 7.6240 -3.5524 5.8574 -0.10 0.10 0.13 0.154
O 7.5103 0.7403 -4.2697 0.37 -0.16 0.33 -0.163
O 10.2742 -2.8469 3.2365 0.15 -0.02 -0.12 0.159
H 3.8717 -6.0360 -0.7666 0.09 0.01 0.05 0.141
H 4.5638 -2.6775 1.4796 0.01 0.25 -0.02 0.091
C 2.2610 0.6676 -0.6882 0.28 0.74 -0.33 -0.096
C -13.4631 4.9938 2.8289 -0.01 0.11 0.08 -0.545
H 0.3733 -1.3175 -0.4425 -0.01 0.03 0.17 0.109
H 4.7122 -2.3746 -5.3193 0.12 0.22 0.11 0.060
C -6.8892 4.9297 1.4071 -0.23 -0.17 0.02 -0.317
O 6.9720 -1.7096 -4.5134 -0.08 -0.09 -0.02 -0.174
H 7.7764 -1.2310 -1.5640 -0.17 -0.38 -0.03 -0.056
B 3.1054 -3.1482 -2.6317 -0.26 0.27 -0.68 -0.707
F 5.0840 -1.4406 -7.7875 0.09 0.09 0.03 0.052
O -11.0232 2.9523 -4.4445 0.02 -0.03 -0.12 0.082
N 3.3799 -3.0134 -1.0970 -0.41 -0.50 -0.41 0.200
O -6.6511 3.2565 -3.3914 0.18 0.04 0.02 0.086
O 0.8213 -0.6936 3.6242 0.21 -0.25 0.14 -0.025
C 8.6007 -3.1718 6.1489 0.25 0.14 0.19 -0.312
P 6.4224 -0.3584 -3.8500 -0.28 0.72 0.05 0.269
C 5.1454 -1.1160 -0.8532 -0.50 0.43 0.44 -0.786
H -12.1261 3.1806 -6.1826 0.07 0.06 -0.09 0.147
F -7.2425 3.6324 1.6160 0.06 -0.03 -0.07 0.066
C -4.8343 3.2222 4.7611 0.09 0.02 -0.22 -0.316
C -11.6111 6.0859 2.1853 -0.04 0.03 0.22 -0.308
H 4.7373 -4.2253 0.7991 -0.08 -0.06 -0.25 0.101
P 6.6856 -0.3633 -1.6792 0.14 0.76 0.21 0.944
C -4.5355 1.0276 0.7652 -0.01 0.09 0.07 -0.295
F -4.7674 1.4395 2.0386 0.03 -0.13 0.10 0.069
O 5.1967 -2.9525 9.2880 0.27 0.15 0.05 0.139
H 1.1758 0.6770 -0.6488 -0.14 -0.18 0.12 0.127
O 9.1211 -2.3546 5.1045 -0.24 -0.20 -0.12 0.138
H 2.6755 -0.9285 -7.3909 0.13 -0.08 -0.11 0.138
C 0.7139 -0.8370 2.2111 -0.67 0.86 -0.07 -0.376
H -1.7863 -3.5979 -2.0897 -0.15 -0.01 -0.13 0.090
O 8.1541 -1.6304 0.8093 -0.29 0.15 -0.31 -0.119
F -10.1913 3.2224 -7.7776 0.02 0.05 0.05 0.083
H 5.3360 -5.2799 -2.4935 -0.24 -0.21 0.09 0.077
H 2.4391 -1.8519 2.7134 0.42 0.13 -0.19 0.141
O 2.6666 0.9814 -8.1836 0.19 -0.14 -0.06 0.075
H -7.3881 5.1927 -3.2681 0.05 0.09 0.10 0.130
C 5.3257 -2.3851 8.0609 -0.10 0.01 0.02 -0.547
H -4.1425 3.9014 6.6994 0.02 0.06 -0.10 0.147
O 2.4739 -4.3318 0.5924 -0.47 0.14 0.22 0.216
H -4.4309 1.9016 0.1206 -0.05 -0.08 0.15 0.150
O -4.7739 -0.8062 -0.5771 0.07 0.00 0.13 0.090
O 4.1935 -0.4071 -1.5301 0.01 -0.84 -0.72 -0.201
H 4.0656 -3.9428 -4.8798 -0.16 -0.15 0.12 0.113
H 2.9909 -2.6273 -5.4213 -0.22 -0.06 0.07 0.101
O 2.0734 -3.9499 -2.9992 -0.17 0.25 0.69 0.210
N 3.1478 -5.5164 -1.2573 0.20 0.41 0.00 0.169
H 3.2931 0.3323 -6.2957 -0.04 0.20 -0.07 0.124
C -5.2973 5.0565 -3.8017 -0.18 0.17 0.20 -0.300
H -11.3549 5.7499 1.1789 0.14 0.06 0.00 0.177
F -5.3003 4.4673 4.4979 -0.01 0.15 0.14 0.074
H -5.8014 5.0101 1.4326 0.03 -0.15 0.03 0.175
O -9.5777 4.4178 -3.5402 -0.09 0.10 0.05 0.181
H -5.5428 2.5006 4.3510 -0.03 0.04 -0.06 0.167
H 0.9395 0.1378 1.7694 0.44 -0.12 -0.27 0.141
H 2.8988 1.5519 -2.5690 0.30 -0.02 -0.07 0.119
O -7.3651 5.3409 0.1457 0.27 0.19 -0.12 0.123
C 1.7633 -1.8867 1.8601 -0.36 0.05 1.20 -0.107
H -4.6762 4.8191 -4.6673 0.05 0.07 0.01 0.173
H -7.0600 6.0656 3.2525 0.04 0.23 -0.08 0.134
H -0.5094 -4.6849 -2.5963 0.14 -0.15 -0.15 0.079
H 3.5012 2.3875 -1.1200 0.15 0.12 -0.10 0.123
C 5.1407 -3.2179 0.7373 -0.09 -0.31 0.33 -0.148
C 2.7979 -0.5941 -1.3403 -0.21 0.32 0.30 -0.235
O -1.8627 1.6755 4.4824 0.36 -0.14 0.02 0.178
C 9.6781 -4.2250 6.2909 0.00 -0.17 0.00 -0.034
H 5.9019 -2.9640 -2.6097 -0.34 0.00 -0.12 0.083
C -0.7301 -1.1507 1.8374 0.20 0.03 0.84 -0.026
H -5.9337 -0.5854 1.1250 0.10 0.02 0.10 0.146
O -7.8709 7.3824 -0.6821 -0.07 0.00 -0.12 0.190
H 3.2574 -0.9804 9.3237 0.00 -0.11 0.08 0.146
C 2.6465 1.8830 -1.5624 -0.49 -0.26 -0.14 -0.212
C -5.5589 3.1756 -2.6085 -0.28 0.44 -0.14 -0.536
H -0.9857 -0.9546 0.8078 0.01 -0.22 -0.20 0.042
O 1.3549 -6.5507 -2.2824 -0.33 -0.01 -0.30 0.221
C -6.7358 4.6000 -3.9008 0.15 0.16 -0.20 -0.049
O -3.5827 3.0740 4.1195 -0.15 -0.18 0.04 0.124
C -11.3227 2.5574 -5.7889 -0.10 -0.15 0.03 -0.042
O -9.4999 3.9283 -5.7445 0.19 -0.24 0.13 0.120
C 6.5691 -3.4635 1.2564 0.32 -0.10 0.34 -0.145
H -5.2951 2.5513 6.7882 0.10 -0.18 0.00 0.142
H 10.4714 -3.8997 6.9640 -0.04 0.12 0.01 0.147
H -11.6204 1.5140 -5.8276 0.05 -0.02 0.19 0.142
H 6.9809 -5.1794 -1.9930 0.17 0.05 0.06 0.097
O 4.3899 0.0843 -9.3026 -0.08 0.39 0.19 0.135
C 3.2532 -0.0037 -7.3295 -0.26 0.20 0.39 -0.069
H -1.3648 -0.4962 2.4316 -0.09 0.18 -0.03 0.079
O 5.7517 -2.9402 7.1043 -0.13 -0.16 -0.17 0.161
C -5.5584 0.0169 0.2971 -0.21 0.10 -0.11 -0.040
C 3.3132 0.9356 -9.3816 -0.05 -0.12 0.07 -0.533
C 5.9720 -4.9040 -1.6988 -0.15 0.17 -0.51 -0.051
C -0.7245 -3.6634 -2.3112 -0.28 0.40 0.43 -0.030
H 9.0703 -1.9221 0.8134 0.08 0.09 0.12 0.094
O 4.9125 -1.1017 8.0843 -0.03 0.03 0.13 0.081
C 2.3632 -1.9075 -0.5981 -0.50 1.86 -0.16 -0.273
H 1.3342 -2.8778 1.9570 0.00 -0.21 -0.65 0.111
H 0.7349 -1.6469 -2.0566 0.47 0.05 -0.17 0.123
H 6.9192 -1.7189 2.4815 -0.11 0.33 -0.16 0.083
C 4.9935 -1.9052 10.2248 -0.22 -0.10 -0.04 -0.309
H -7.1148 4.6051 -4.9166 -0.05 -0.21 -0.01 0.133
H 8.2156 -2.8492 2.4261 -0.08 -0.15 -0.02 0.088
H 1.3857 3.0271 -2.5466 0.09 0.08 -0.04 0.085
C 7.4635 -2.3694 1.8049 0.35 -0.29 0.31 -0.291
H 4.5585 0.1721 9.6953 0.13 0.02 -0.16 0.141
O 3.0038 1.5427 -10.3419 -0.05 0.01 -0.14 0.203
H 0.1342 -3.6576 0.8234 -0.03 -0.11 0.12 0.025
C -7.6867 6.6695 0.2411 -0.13 0.03 0.15 -0.542
O -7.7575 7.0398 1.5443 0.08 -0.25 -0.16 0.077
C 4.8782 -2.6763 -0.6879 1.27 -0.11 0.36 -0.242
C -12.7639 7.0634 2.2472 -0.08 0.13 -0.10 -0.046
F 1.7543 -6.9819 -0.1861 0.10 -0.28 0.78 0.183
H -6.3924 0.4622 -0.2362 0.15 -0.03 -0.21 0.137
O 5.1225 0.1262 -4.3214 -0.40 -0.40 -0.32 -0.295
H 5.9544 -1.6171 10.6530 -0.02 -0.03 0.10 0.175
C 2.9216 -4.3255 -0.4953 0.36 -0.31 0.51 -0.358
C 5.8940 -3.3767 -1.6063 0.46 -0.37 -0.45 -0.199
C 4.3375 -0.8404 9.3716 0.01 0.18 0.00 -0.041
H 2.6828 0.8323 0.2939 -0.15 -0.32 0.26 0.086
H -12.8381 7.7014 1.3717 -0.15 -0.11 -0.07 0.142
O -2.5935 -1.3262 -0.6908 0.14 -0.03 -0.11 0.154
H 6.8763 -3.0974 -1.2446 -0.11 0.40 0.44 0.082
F -10.4892 6.5722 2.7845 -0.19 -0.01 0.03 0.061
H 5.3664 0.5341 -7.5508 0.09 -0.12 0.04 0.174
H 9.2989 -5.1884 6.6174 0.02 -0.08 -0.20 0.142
O -3.3926 2.0617 6.0920 -0.08 0.13 0.02 0.082
H -8.5984 5.4769 2.6040 -0.02 -0.17 -0.07 0.123
H 8.2923 0.7389 -3.7009 0.14 0.13 -0.21 0.071
C -10.0133 2.8379 -6.4938 -0.14 0.20 -0.08 -0.310
O -3.3295 0.2738 0.7336 -0.02 -0.09 -0.47 0.123
H -0.9875 -2.1610 2.1489 -0.09 -0.21 -0.24 0.096
O -5.2659 2.2333 -1.9461 0.05 -0.19 0.19 0.161
O 10.1855 -4.3026 4.9488 -0.06 -0.02 0.12 0.082
H -12.7118 7.6810 3.1446 0.11 -0.05 0.04 0.146
O 3.7745 -2.3960 -3.4974 0.77 -0.32 0.31 0.084
H -9.2968 2.0155 -6.4664 0.02 -0.01 -0.10 0.175
C -7.6167 5.8591 2.3429 0.21 0.18 0.39 -0.057
O -13.8878 6.1818 2.3350 0.14 0.04 -0.02 0.076
H 5.7673 -5.4194 -0.7669 0.01 -0.06 0.15 0.069
F -5.1930 6.3788 -3.5425 0.02 -0.10 0.06 0.089
H 0.2296 0.0115 3.9087 -0.13 -0.02 0.02 0.083
F 8.4768 -2.4277 7.2697 0.10 0.07 -0.05 0.083
H 2.3655 -0.5698 -2.3382 0.31 -0.41 -0.28 0.152
H 7.1740 -4.0818 0.5945 -0.09 0.04 -0.34 0.114
C -0.0198 -3.3009 -1.0209 -0.06 -0.48 0.04 -0.382
O -14.1591 4.0872 3.1191 -0.05 -0.09 0.08 0.196
N -0.3411 -3.9929 -0.0086 0.44 0.30 -0.17 0.197
C -3.4814 -0.6872 -0.2248 -0.31 0.16 0.13 -0.533
O -12.0968 4.9932 2.9343 -0.02 -0.06 -0.29 0.127
Br 5.2815 -0.1366 0.9236 0.17 -0.20 0.16 0.878
C -4.4836 2.9868 6.2133 -0.08 0.01 0.14 -0.037
O 2.5656 -1.6162 0.7248 0.44 -0.62 -0.30 -0.085
C 9.9042 -3.1402 4.3265 0.15 0.09 0.13 -0.565
C 3.8797 -2.8742 -4.8482 -0.01 0.27 -0.50 0.007
H 1.3735 -3.4414 -3.4286 -0.05 -0.36 -0.40 0.120
O 1.5341 2.7675 -1.6362 -0.09 0.05 0.25 -0.052
H -0.5314 -2.9542 -3.1149 0.05 -0.05 -0.21 0.080
H 6.4377 -4.1209 2.1193 -0.30 -0.05 0.10 0.127
```
Positions in Å, forces in eV/Å.



- The lowest net charge belongs to which entry?
  C4H3O4S



- Among the records above, which one has the lowest M?
  C4H3O4S